[1]
15 unconnected molecules or ions with the total composition C15H60N30O15. Source: the Open Molecules 2025 dataset; level of theory: ωB97M-V with the def2-TZVPD basis set.

As for the energy: -91960.2821 eV. The value obtained for the energy relative to the best compared isomer or geometry (same formula, charge and spin) is 52.4 kcal/mol. Its total charge is 0. The value obtained for the frontier orbital gap is 8.65 eV. The lowest unoccupied orbital energy comes out at 0.01 eV. The HOMO energy is -8.64 eV.

```
120
Properties=species:S:1:pos:R:3:lowdin_charge:R:1
O 6.5617 21.4267 -10.3620 0.010
O 6.8063 23.4511 -5.9469 -0.012
O 5.8838 13.9289 -8.8610 0.032
O 6.7916 17.0517 -4.0638 -0.014
O 9.5058 21.0718 -2.8103 -0.009
O 7.4609 16.3380 -11.5050 0.012
O 5.0267 14.1551 -3.7056 -0.012
O 9.9893 25.4776 -5.8942 -0.010
O 9.6710 20.0659 -6.0012 -0.059
O 2.6856 16.8351 -5.6077 0.040
O 9.7744 14.4969 -8.4008 0.016
O 9.5053 20.0489 -14.2060 -0.013
O 11.8538 21.9438 -10.3739 0.005
O 10.5630 18.9786 -9.4657 -0.035
O 5.6500 18.9174 -7.8822 -0.074
N 5.6881 12.3031 -4.7636 0.149
N 7.6213 17.9163 -2.1013 0.162
N 11.6292 17.0050 -9.7041 0.197
N 11.3905 20.5217 -12.9993 0.163
N 9.7309 23.2518 -6.0419 0.178
N 11.8232 24.1627 -6.1019 0.153
N 12.7125 18.9243 -10.1680 0.195
N 5.4497 22.1954 -7.1788 0.194
N 6.2665 18.2417 -11.5540 0.176
N 10.4489 23.7100 -10.0859 0.192
N 9.8010 21.6664 -9.4048 0.138
N 2.5854 18.2612 -3.8748 0.132
N 4.5299 20.5289 -9.9445 0.178
N 11.2358 18.4507 -6.4044 0.210
N 8.2683 22.9840 -2.5242 0.171
N 7.7127 19.8319 -8.0086 0.201
N 4.6239 22.6055 -10.7431 0.155
N 7.5914 21.3661 -3.9579 0.175
N 6.7608 14.2666 -5.1992 0.163
N 5.6635 16.1600 -9.2596 0.135
N 10.7416 19.0137 -4.3142 0.179
N 5.4723 17.7169 -2.3070 0.179
N 6.8824 23.5762 -8.2405 0.193
N 4.8326 15.4110 -7.3754 0.167
N 7.3108 18.6694 -6.1946 0.189
N 7.3964 17.6343 -13.4021 0.176
N 9.3863 20.4212 -11.9841 0.176
N 9.4046 15.4420 -6.3764 0.162
N 8.6437 16.4325 -8.3106 0.192
N 3.9638 18.7313 -5.5627 0.176
C 10.4889 24.3561 -6.0395 -0.708
C 5.8302 13.6178 -4.4829 -0.704
C 3.1165 17.8307 -5.0391 -0.706
C 8.5415 21.7910 -3.0875 -0.675
C 10.8110 22.4405 -9.9564 -0.654
C 11.5961 18.3438 -9.7500 -0.673
C 7.0972 17.3436 -12.1116 -0.663
C 5.3417 21.5121 -10.3812 -0.707
C 10.0626 20.3374 -13.1460 -0.705
C 9.3173 15.4122 -7.7249 -0.705
C 10.5558 19.2734 -5.6114 -0.632
C 6.7798 19.1198 -7.3658 -0.623
C 6.3808 23.1578 -7.0672 -0.654
C 6.6525 17.4161 -2.8945 -0.616
C 5.5442 15.0495 -8.5099 -0.681
H 10.0479 20.7342 -9.0648 0.056
H 8.6279 16.3558 -9.3167 0.086
H 6.1670 19.1067 -12.0579 0.089
H 3.6479 20.5326 -10.4315 0.115
H 8.4699 20.0195 -12.1249 0.072
H 8.7491 23.2961 -5.7959 0.058
H 8.0657 20.6988 -4.5510 0.066
H 10.0633 22.3560 -6.3597 0.067
H 1.9402 17.6142 -3.4477 0.115
H 6.2652 15.9580 -10.0630 0.066
H 4.6826 14.7284 -6.6540 0.085
H 5.1388 21.6130 -6.4254 0.101
H 10.7440 16.5313 -9.6197 0.078
H 7.6406 18.0897 -1.1128 0.107
H 4.9306 23.1981 -11.4983 0.113
H 4.9871 22.0538 -8.0591 0.065
H 8.6614 19.8424 -7.6683 0.054
H 10.0178 14.7415 -5.9965 0.107
H 11.0481 18.4759 -7.4003 0.078
H 5.4158 17.9767 -1.3428 0.102
H 8.9923 23.3822 -1.9481 0.109
H 4.9150 11.7322 -4.4818 0.104
H 7.2713 13.6837 -5.8388 0.097
H 7.8992 16.9515 -13.9418 0.117
H 2.8284 19.0942 -3.3724 0.095
H 12.7224 19.9178 -10.3445 0.080
H 11.6327 20.8855 -12.0924 0.044
H 4.5390 16.3665 -7.3600 0.057
H 9.6375 20.5746 -11.0026 0.049
H 13.4438 18.3501 -10.5472 0.111
H 8.0061 17.0518 -7.8422 0.063
H 6.4945 11.8316 -5.1408 0.094
H 7.4749 24.3679 -8.4112 0.111
H 5.5688 17.0837 -8.8734 0.043
H 7.3375 23.3065 -2.3303 0.106
H 5.7502 18.0798 -10.7128 0.064
H 7.5486 20.2806 -8.8983 0.068
H 3.8592 23.0051 -10.2281 0.109
H 9.6431 24.0747 -9.6109 0.094
H 9.0197 22.1399 -8.9796 0.067
H 11.2096 24.3444 -10.2781 0.122
H 11.8744 17.7929 -6.0013 0.112
H 6.7560 15.2699 -5.1694 0.058
H 4.6231 17.6424 -2.8451 0.074
H 6.6100 23.0458 -9.0608 0.054
H 8.1140 19.2291 -5.8995 0.048
H 4.3480 18.5937 -6.4899 0.058
H 8.5892 17.8630 -2.3897 0.096
H 6.9260 18.0623 -5.4670 0.054
H 12.1515 23.2300 -6.2890 0.093
H 12.4996 24.9020 -6.0706 0.103
H 6.8954 22.0419 -4.2193 0.070
H 12.4580 16.4451 -9.7833 0.113
H 11.8879 20.7521 -13.8434 0.106
H 4.2438 19.5246 -5.0172 0.091
H 11.0802 18.0997 -4.0669 0.101
H 10.3060 19.4899 -3.5312 0.063
H 9.0696 16.2148 -5.8265 0.078
H 6.7038 18.2021 -13.8567 0.103
H 4.8331 19.6475 -9.5502 0.067
```

[2]
15 unconnected molecules or ions with the total composition C15H60O15. Source: the Open Molecules 2025 dataset; level of theory: ωB97M-V with the def2-TZVPD basis set.

As for the energy: -47232.1835 eV. The value obtained for the energy relative to the best compared isomer or geometry (same formula, charge and spin) is 210.8 kcal/mol. Its total charge is 0. The value obtained for the frontier orbital gap is 9.59 eV. The lowest unoccupied orbital energy comes out at 0.35 eV. The HOMO energy is -9.24 eV.

```
90
Properties=species:S:1:pos:R:3:lowdin_charge:R:1
O -1.5268 3.0738 -3.8057 -0.094
O 1.6742 3.1868 1.5833 -0.156
O -0.3588 -2.8932 1.9633 -0.164
O 0.2462 -0.6022 -0.0837 -0.132
O -2.3218 -1.2332 0.5213 -0.123
O 1.4432 -3.0432 -1.0427 -0.136
O 4.2462 3.4338 -2.0207 -0.106
O 1.9412 -1.5852 2.3313 -0.113
O -2.2088 -2.1132 -3.3007 -0.124
O -1.7378 2.0408 4.3903 -0.102
O -2.0338 -4.0312 0.3183 -0.139
O -3.4868 2.4738 2.0443 -0.098
O 2.9862 0.1348 0.0753 -0.129
O -0.0298 4.3708 -0.0107 -0.086
O 1.3722 -2.1102 -3.5647 -0.130
C 3.1752 3.5348 -1.0527 -0.133
C 1.6132 4.0818 2.6653 -0.151
C 1.3312 -0.3612 2.7253 -0.141
C -0.1578 4.0708 -1.3137 -0.184
C -1.4818 -3.0892 -2.6397 -0.181
C -2.2088 2.2398 1.4543 -0.170
C -0.3788 1.9798 4.5113 -0.206
C 3.3112 0.1058 -1.3317 -0.123
C 1.1772 -4.4102 -1.0037 -0.135
C -2.7628 -0.6602 -0.6857 -0.145
C -0.3558 -3.9432 2.8953 -0.122
C 0.1722 0.8028 -0.1477 -0.159
C 0.7702 -0.8072 -3.5017 -0.167
C -2.3098 -5.2882 0.7963 -0.179
C -1.2508 1.7918 -3.3577 -0.188
H -0.1928 1.7018 -2.9537 0.084
H -1.1978 -3.8022 3.5203 0.087
H -2.7668 -2.5482 -3.9757 0.106
H -2.0818 1.2338 3.9763 0.091
H -4.1258 2.0098 1.4793 0.082
H 0.4152 -2.2922 2.1833 0.055
H 0.6502 3.4658 -1.6757 0.059
H 4.3612 0.0768 -1.5837 0.088
H -3.2948 0.2928 -0.4837 0.087
H 1.1612 3.5718 0.8853 -0.006
H -0.8828 4.6968 0.1863 0.091
H -1.0888 3.4558 -1.3427 0.079
H -0.3408 -4.8852 2.4063 0.063
H 2.8422 0.8838 -1.8757 0.033
H 3.6662 3.6838 -0.0477 0.103
H -1.9898 1.4648 -2.5417 0.090
H -1.3678 1.0298 -4.1057 0.066
H 2.6142 4.4308 -1.2837 0.071
H 0.0832 -0.7342 -2.6747 0.049
H 2.9422 -0.8302 -1.7657 0.068
H -2.1908 2.4888 0.3743 0.072
H -3.5118 -1.3782 -1.0937 0.105
H 1.3062 -2.4552 -2.6547 0.007
H -0.0398 1.0598 5.0453 0.086
H -3.3148 -5.5772 0.6043 0.076
H 2.5152 2.6858 -0.9367 0.032
H 1.2732 -0.2892 3.8023 0.072
H -1.3398 -3.7242 0.9393 0.016
H 0.1102 2.8698 4.9653 0.099
H -0.0358 1.8758 3.5023 0.033
H -0.8058 1.1388 -0.5897 0.062
H 2.3032 3.7248 3.4173 0.083
H -2.2738 -2.1872 0.4653 0.036
H 0.2132 1.2658 0.8403 0.062
H -0.2888 4.9198 -1.9517 0.094
H 0.5552 4.0948 3.0003 0.069
H 1.4932 0.0038 -3.5567 0.072
H 4.8952 4.0918 -1.9087 0.044
H -2.3048 3.1058 -4.3397 0.076
H -1.6608 -6.1112 0.4653 0.091
H 0.1082 -0.7222 -4.3687 0.073
H 2.0202 0.0208 0.1253 0.004
H -0.9608 -2.6602 -1.8227 0.047
H 1.8752 0.5058 2.3273 0.085
H 0.8932 1.2798 -0.8677 0.084
H 0.2502 -4.6062 -0.3217 0.101
H 0.2562 -0.2492 2.4173 0.092
H 0.5802 -3.8962 3.4783 0.102
H 0.9662 -4.6832 -2.0357 0.083
H -1.4448 2.8548 1.8923 0.067
H -0.5818 -1.0132 0.1993 0.036
H -2.1708 -5.3312 1.8783 0.066
H -1.9788 1.1798 1.5153 0.063
H 1.4892 -2.7232 -0.1267 0.085
H -1.9978 -0.5232 -1.4527 0.048
H 2.6752 -1.7732 2.9443 0.124
H 1.9912 -5.0522 -0.6867 0.078
H 1.8562 5.0958 2.3203 0.085
H -2.2108 -3.7672 -2.2487 0.076
H -0.7688 -3.5952 -3.2977 0.090
```

[3]
A molecular structure, C15H6CsF2N3S2. Source: the Open Molecules 2025 dataset; level of theory: ωB97M-V with the def2-TZVPD basis set.

As for the energy: -47775.1413 eV. The value obtained for the energy relative to the best compared isomer or geometry (same formula, charge and spin) is 1.2 kcal/mol. Its total charge is -2. The value obtained for the frontier orbital gap is 4.14 eV. The lowest unoccupied orbital energy comes out at 3.71 eV. The HOMO energy is -0.43 eV.

```
29
Properties=species:S:1:pos:R:3:lowdin_charge:R:1
Cs -0.4223 0.0186 1.4537 0.889
S -2.3002 -0.2539 3.9623 0.288
S 0.2608 1.1751 4.3670 0.288
F 0.5282 -1.2034 -4.7716 -0.007
F -3.5203 -2.7714 -3.1323 0.015
N 1.5179 0.3565 -0.8834 0.009
N -2.9293 3.5793 6.2143 0.036
N -1.5604 -0.0923 8.3141 0.034
C -2.3480 -2.1186 -2.8839 -0.306
C 3.4753 0.8111 -2.7816 -0.093
C -1.2893 0.7409 4.8760 -1.333
C -2.0674 -1.6346 -1.6279 -0.124
C -2.4113 2.5333 6.2021 -0.341
C -0.8722 -0.9567 -1.3278 -0.211
C 2.6377 0.9973 -0.5835 -0.166
C -1.4701 -1.9698 -3.9365 0.011
C 3.6577 1.2590 -1.4818 -0.093
C 2.3130 0.1417 -3.1107 -0.021
C -0.2911 -1.3084 -3.6670 -0.228
C -1.8020 1.2861 6.1763 -0.485
C -1.6744 0.5370 7.3374 -0.341
C 1.3199 -0.0867 -2.1398 -0.214
C 0.0434 -0.7967 -2.4095 -0.186
H 2.7289 1.3263 0.4501 0.104
H 4.2361 0.9838 -3.5339 0.095
H -2.8168 -1.7956 -0.8531 0.086
H 2.1834 -0.2001 -4.1216 0.090
H 4.5518 1.7879 -1.1793 0.090
H -1.6791 -2.3455 -4.9278 0.112
```

Going through the records in order, we get max |F| values of 3.69 3.74 0.99 eV Å⁻¹.